The following is a quantum chemistry calculation of a gas-phase ion, C8H10FN2O4S2 (charge -1), from the OMol25 dataset.

Values from the calculation:
SMILES string: CC[C@@H](F)S(=O)(=O)N=[S@](=O)([O-])c1ccccn1
HOMO: -5.901 eV
total charge: -1
Kohn-Sham gap: 7.7 eV

Bonds (Å) are listed after each position.
Geometry (Å):
1 C 0.418 -1.500 -2.697  C2 1.656, H18 1.189, H19 1.175, H20 1.182
2 C -0.514 -0.240 -2.162  C1 1.656, C3 1.650, H21 1.173, H22 1.176
3 C 0.354 0.955 -1.426  C2 1.650, F4 1.501, S5 1.903, H23 1.170
4 F 1.315 1.554 -2.412  C3 1.501
5 S -0.925 2.215 -0.795  C3 1.903, O6 1.578, O7 1.560, N8 1.751
6 O -1.401 2.983 -2.089  S5 1.578
7 O -0.283 3.307 0.115  S5 1.560
8 N -2.361 1.472 -0.123  S5 1.751, S9 1.750
9 S -2.151 1.037 1.559  N8 1.750, O10 1.565, O11 1.578, C12 1.914
10 O -3.304 0.054 1.951  S9 1.565
11 O -2.312 2.262 2.541  S9 1.578
12 C -0.453 0.183 1.785  S9 1.914, C13 1.625, N17 1.488
13 C -0.508 -1.436 1.657  C12 1.625, C14 1.674, H24 1.182
14 C 0.967 -2.214 1.797  C13 1.674, C15 1.663, H25 1.169
15 C 2.193 -1.118 2.039  C14 1.663, C16 1.628, H26 1.189
16 C 2.022 0.496 2.177  C15 1.628, N17 1.493, H27 1.194
17 N 0.673 1.121 2.044  C12 1.488, C16 1.493
18 H 0.286 -2.390 -1.919  C1 1.189
19 H -0.064 -1.863 -3.705  C1 1.175
20 H 1.553 -1.195 -2.824  C1 1.182
21 H -1.354 -0.676 -1.470  C2 1.173
22 H -1.026 0.252 -3.099  C2 1.176
23 H 1.009 0.491 -0.575  C3 1.170
24 H -1.497 -2.049 1.452  C13 1.182
25 H 1.111 -3.371 1.700  C14 1.169
26 H 3.298 -1.549 2.118  C15 1.189
27 H 2.954 1.219 2.361  C16 1.194

***

The following is a quantum chemistry calculation of a single C8H10FN3 molecule, from the OMol25 dataset.

Values from the calculation:
SMILES string: [H]/N=C(/N)NCc1ccc(F)cc1
HOMO: -9.179 eV
Kohn-Sham gap: 10.0 eV

Bonds (Å) are listed after each position.
Geometry (Å):
1 C 2.869 -0.128 -0.192  N19 1.423, N20 1.249, N21 1.374
2 C 0.673 0.658 0.584  C3 1.523, H13 1.112, H14 1.120, N21 1.466
3 C -0.797 0.349 0.335  C2 1.523, C4 1.416, C8 1.386
4 C -1.577 1.334 -0.318  C3 1.416, C5 1.351, H15 1.097
5 C -2.889 1.068 -0.496  C4 1.351, C6 1.437, H16 1.085
6 C -3.422 -0.216 -0.130  C5 1.437, C7 1.376, F22 1.320
7 C -2.632 -1.162 0.481  C6 1.376, C8 1.361, H17 1.101
8 C -1.300 -0.915 0.603  C3 1.386, C7 1.361, H18 1.071
9 H 4.511 -1.056 -0.587  N19 1.002
10 H 3.236 -2.069 -0.615  N19 1.023
11 H 2.960 1.547 0.747  N20 1.012
12 H 1.113 -0.661 -0.979  N21 1.018
13 H 0.900 1.663 0.163  C2 1.112
14 H 0.950 0.646 1.669  C2 1.120
15 H -1.122 2.225 -0.767  C4 1.097
16 H -3.476 1.639 -1.209  C5 1.085
17 H -3.154 -2.114 0.660  C7 1.101
18 H -0.751 -1.650 1.157  C8 1.071
19 N 3.565 -1.145 -0.903  C1 1.423, H9 1.002, H10 1.023
20 N 3.511 0.818 0.312  C1 1.249, H11 1.012
21 N 1.512 -0.327 -0.104  C1 1.374, C2 1.466, H12 1.018
22 F -4.679 -0.503 -0.411  C6 1.320

***

The following is a quantum chemistry calculation of 2 unconnected molecules or ions with the total composition C8H10FNO2S, from the OMol25 dataset.

Values from the calculation:
HOMO (alpha / beta): -8.838 / -7.294 eV
Kohn-Sham gap (alpha / beta): 7.5 / 4.7 eV

Bonds (Å) are listed after each position.
Geometry (Å):
1 C 3.195 -0.531 -1.809  C2 1.347, C3 1.392, H14 1.118
2 C 1.957 -0.839 -2.243  C1 1.347, C4 1.373, H15 1.082
3 C 3.297 0.317 -0.709  C1 1.392, C5 1.328, H16 1.154
4 C 0.879 -0.212 -1.670  C2 1.373, C6 1.397, H17 1.099
5 C 2.267 0.879 -0.087  C3 1.328, C6 1.405, H18 1.167
6 C 0.970 0.656 -0.579  C4 1.397, C5 1.405, C8 1.610
7 C -4.498 1.172 1.373  N9 1.520, H19 1.142, H20 1.046, H21 1.064
8 C -0.370 1.381 -0.059  C6 1.610, O11 1.287, F12 1.463, H22 1.094
9 N -4.466 -0.210 0.742  C7 1.520, S13 1.583, H23 0.977
10 O -4.155 -1.746 -1.086  S13 1.440
11 O -1.562 0.954 -0.290  C8 1.287
12 F -0.156 1.661 1.361  C8 1.463
13 S -4.005 -0.350 -0.766  N9 1.583, O10 1.440
14 H 4.113 -0.988 -2.254  C1 1.118
15 H 1.809 -1.211 -3.248  C2 1.082
16 H 4.303 0.632 -0.240  C3 1.154
17 H -0.043 -0.583 -2.137  C4 1.099
18 H 2.536 1.627 0.767  C5 1.167
19 H -3.995 1.989 0.754  C7 1.142
20 H -5.485 1.399 1.636  C7 1.046
21 H -3.947 1.162 2.283  C7 1.064
22 H -0.231 2.358 -0.529  C8 1.094
23 H -4.636 -0.861 1.450  N9 0.977

***

Which max |F| belongs to each record? In order, 7.789 3.239 4.495 eV/A.